Here is a structure of composition C5H9MgO3Pb at a distorted geometry from OMol25. Energies are from the ωB97M-V functional and the def2-TZVPD basis.

```
19
Properties=species:S:1:pos:R:3:forces:R:3:mulliken_spin:R:1
O 3.1450 0.0324 0.2720 -0.6 -0.1 0.3 0.02
Mg 3.5868 1.9573 0.4396 0.4 -0.2 0.1 0.00
C 2.3375 -2.1397 -0.1921 -0.3 0.1 0.3 0.00
C 2.2068 -0.8264 0.1061 1.6 -0.9 -0.3 0.00
O 0.9395 -0.2343 0.2445 -0.7 -0.8 0.1 -0.03
C -0.2328 -0.9980 -0.0098 0.0 -0.3 -0.1 -0.02
C -1.4133 -0.1319 0.3492 -0.4 -0.3 0.2 0.03
O -1.2457 1.1355 -0.2824 -3.0 -1.8 -0.2 -0.06
C -2.4224 1.9372 -0.2844 -0.4 0.1 0.0 0.02
Pb 0.7457 1.9793 -0.1916 2.9 3.5 -0.4 1.04
H 1.5085 -2.7736 -0.4921 0.2 0.1 0.3 0.00
H 3.3190 -2.5923 -0.0626 -0.3 0.3 -0.4 0.00
H -0.2463 -1.9020 0.6138 0.1 0.2 -0.1 0.00
H -0.2619 -1.2888 -1.0699 0.0 0.1 0.2 0.00
H -1.4846 0.0150 1.4380 0.0 0.0 -0.2 -0.01
H -2.3375 -0.6080 -0.0076 0.2 0.1 0.1 0.01
H -2.1413 2.9350 -0.6376 0.0 -0.2 0.1 0.01
H -3.1649 1.4978 -0.9642 0.2 0.1 0.2 0.00
H -2.8383 2.0055 0.7311 0.1 0.0 -0.2 -0.01
```
Positions in Å, forces in eV/Å.

For the LUMO energy (spin up / spin down), the calculation gives -0.1 / -0.4 eV. The HOMO energy (spin up / spin down) is -5.461 / -5.422 eV. Its expectation value of S² is 0.763. The total charge is 0. For the total energy, the calculation gives -814.4433 a.u. The calculation puts the energy above the lowest of the compared OMol25 structures with the same formula, charge and spin at 0.000 eV. As for the spin multiplicity: 2.